Arrangement w

Molecular formula: C2H2N2OS
Method: DFT, ωB97M-V/def2-TZVPD

```
8
Properties=species:S:1:pos:R:3:nbo_charge:R:1
S -1.934 -0.079 -0.022 0.111
O 0.476 -1.071 0.030 -0.304
N 1.886 0.567 -0.037 -0.187
N 1.826 -0.681 -0.032 0.092
C 0.682 1.100 0.031 -0.192
C -0.223 0.103 0.073 0.114
H -2.155 1.244 -0.033 0.140
H 0.547 2.163 0.005 0.226
```

For the HOMO energy, the calculation gives -9.47 eV. As for the SMILES: Sc1cnno1. As for the molar mass: 102.118 g mol⁻¹. As for the HOMO-LUMO gap: 9.892 eV.


Arrangement x

Molecular formula: C2H2N2OS
Method: DFT, ωB97M-V/def2-TZVPD

```
8
Properties=species:S:1:pos:R:3:nbo_charge:R:1
S 0.779 1.447 -0.012 -0.117
O 1.649 -1.440 -0.035 -0.507
N -2.743 -0.211 -0.060 -0.231
N 0.333 -1.139 0.030 -0.203
C -1.605 -0.038 0.077 0.212
C -0.176 0.094 0.030 -0.061
H -0.214 -1.977 -0.034 0.410
H 2.100 -0.540 0.074 0.497
```

For the HOMO energy, the calculation gives -9.59 eV. As for the SMILES: N#CC(=S)NO. As for the molar mass: 102.118 g mol⁻¹. As for the HOMO-LUMO gap: 8.903 eV.


Calculated relative energies: arrangement w 0.0; arrangement x 4.5, given in kcal/mol